{"formula": "C42H50Cl13F6HgN8O6P", "method": "the ωB97M-V functional and the def2-TZVPD basis", "e_homo_ha": -0.3457, "gap_ev": 9.00, "lumo_energy_ev": -0.405, "total_charge": 0, "elements": ["Hg", "Cl", "Cl", "Cl", "Cl", "Cl", "Cl", "Cl", "Cl", "Cl", "Cl", "Cl", "Cl", "Cl", "P", "F", "F", "F", "F", "F", "F", "O", "O", "O", "O", "O", "O", "N", "N", "N", "N", "N", "N", "N", "N", "C", "C", "C", "C", "C", "C", "C", "C", "C", "C", "C", "C", "C", "C", "C", "C", "C", "C", "C", "C", "C", "C", "C", "C", "C", "C", "C", "C", "C", "C", "C", "C", "C", "C", "C", "C", "C", "C", "C", "C", "C", "C", "H", "H", "H", "H", "H", "H", "H", "H", "H", "H", "H", "H", "H", "H", "H", "H", "H", "H", "H", "H", "H", "H", "H", "H", "H", "H", "H", "H", "H", "H", "H", "H", "H", "H", "H", "H", "H", "H", "H", "H", "H", "H", "H", "H", "H", "H", "H", "H", "H", "H"], "xyz": [[-0.537, -8.676, 24.782], [-3.099, -16.997, 22.672], [4.490, -9.430, 22.008], [-0.886, -13.724, 26.789], [1.370, -15.947, 22.218], [0.461, -10.766, 18.613], [-2.591, -6.015, 26.556], [-1.914, -11.011, 17.357], [4.886, -12.210, 21.381], [-3.900, -13.460, 20.309], [-3.281, -14.766, 24.469], [-0.283, -14.521, 20.306], [-3.776, -10.533, 20.454], [0.495, -16.055, 25.788], [0.095, -11.169, 23.078], [-0.152, -11.158, 24.686], [-1.216, -10.298, 23.112], [1.040, -9.830, 23.335], [-0.873, -12.468, 23.023], [1.402, -12.042, 23.302], [0.306, -11.072, 21.535], [2.695, -4.364, 20.838], [-3.494, -6.063, 25.455], [2.318, -6.459, 20.407], [-1.559, -7.007, 26.271], [-1.954, -4.778, 26.658], [-3.284, -6.329, 27.793], [2.156, -5.299, 20.182], [2.296, -7.985, 16.224], [0.021, -9.671, 26.914], [1.472, -7.502, 24.840], [8.116, -8.855, 27.574], [-2.679, -9.715, 25.090], [-1.218, -7.253, 23.000], [4.301, -12.194, 26.352], [4.391, -13.339, 27.067], [-4.034, -11.667, 25.693], [4.656, -8.076, 15.790], [6.425, -8.410, 25.265], [2.150, -7.181, 23.664], [-3.760, -9.317, 24.401], [-4.970, -9.970, 24.342], [-0.852, -9.899, 27.990], [3.844, -5.847, 24.686], [-1.219, -5.919, 23.114], [8.550, -8.375, 26.322], [-0.920, -11.836, 18.517], [4.915, -8.308, 17.152], [1.364, -14.633, 20.958], [6.758, -9.092, 27.540], [3.851, -8.396, 18.003], [4.045, -12.361, 25.001], [-0.530, -10.673, 29.160], [4.018, -10.731, 20.951], [3.376, -6.492, 23.522], [0.735, -11.196, 29.267], [-1.741, -7.669, 21.764], [2.060, -6.839, 25.915], [-1.693, -5.009, 22.190], [-2.181, -6.770, 20.764], [-2.239, -5.434, 20.967], [0.526, -14.276, 25.863], [4.286, -14.615, 26.481], [-2.874, -10.885, 25.725], [5.900, -8.882, 26.448], [7.767, -8.166, 25.185], [1.238, -10.285, 27.086], [2.526, -8.226, 17.521], [1.259, -4.974, 19.064], [1.625, -11.006, 28.225], [-5.125, -11.167, 24.986], [-2.357, -15.491, 23.148], [4.048, -14.756, 25.116], [3.222, -6.105, 25.878], [3.972, -13.589, 24.333], [3.318, -7.910, 15.331], [-4.272, -12.042, 21.255], [1.490, -6.949, 26.826], [-1.830, -8.734, 21.608], [-2.084, -11.320, 26.319], [-0.564, -12.767, 18.076], [1.443, -13.897, 26.313], [4.206, -15.510, 27.080], [3.699, -5.693, 26.755], [3.997, -8.503, 19.068], [1.705, -7.476, 22.725], [2.965, -10.942, 21.140], [-3.980, -12.612, 26.211], [3.974, -11.419, 24.477], [-1.423, -11.935, 19.479], [-5.786, -9.587, 23.748], [1.723, -13.743, 21.476], [1.638, -5.615, 18.268], [4.470, -13.301, 28.143], [4.290, -10.487, 19.924], [3.809, -6.258, 22.561], [0.233, -5.221, 19.337], [1.399, -3.935, 18.766], [-1.827, -9.437, 27.967], [-0.844, -5.544, 24.054], [-2.411, -14.858, 22.262], [5.761, -8.177, 24.446], [4.856, -9.158, 26.430], [0.467, -13.880, 24.849], [3.042, -7.714, 14.306], [-2.543, -7.108, 19.805], [3.919, -15.752, 24.717], [2.073, -14.810, 20.149], [6.332, -9.514, 28.439], [-6.035, -11.748, 24.975], [-5.356, -12.017, 21.368], [8.272, -7.751, 24.325], [5.482, -8.103, 15.094], [-3.867, -12.078, 22.266], [2.007, -10.144, 26.341], [1.571, -8.382, 17.999], [-1.199, -10.663, 30.008], [5.888, -8.609, 17.512], [3.787, -13.694, 23.274], [9.598, -8.154, 26.183], [4.718, -5.214, 24.659], [-3.712, -8.415, 23.809], [-2.520, -4.690, 20.237], [2.586, -11.448, 28.440], [-1.313, -15.578, 23.447], [-1.657, -3.952, 22.409], [1.047, -11.783, 30.118]]}

***

{"formula": "C3H6N4S", "method": "the ωB97M-V functional and the def2-TZVPD basis", "de_lowest_kcal_mol": 47.2, "e_homo_ha": -0.3607, "smiles": "[H]/N=C\\N=C/N(S)/C=N\\[H]", "gap_ev": 10.05, "lumo_energy_ev": 0.238, "total_charge": 0, "elements": ["S", "N", "N", "N", "N", "C", "C", "C", "H", "H", "H", "H", "H", "H"], "xyz": [[-2.278, -0.664, 0.067], [-0.649, -0.153, -0.097], [-1.141, 2.203, -0.069], [1.575, -1.118, -0.131], [3.325, 0.460, 0.051], [2.240, -0.042, 0.459], [0.310, -1.160, -0.291], [-0.355, 1.227, -0.234], [-0.144, -2.093, -0.619], [0.645, 1.412, -0.543], [-2.299, -0.810, 1.405], [1.779, 0.324, 1.402], [3.608, -0.013, -0.816], [-2.083, 1.902, 0.228]]}

***

{"formula": "C26H46BBr5ClF5LiMgNO10P", "method": "the ωB97M-V functional and the def2-TZVPD basis", "e_homo_ha": -0.1721, "gap_ev": 1.53, "lumo_energy_ev": -3.147, "total_charge": -1, "elements": ["Br", "Br", "Br", "Br", "Br", "Cl", "P", "Mg", "F", "F", "F", "F", "F", "O", "O", "O", "O", "O", "O", "O", "O", "O", "O", "N", "C", "C", "C", "C", "C", "C", "C", "C", "C", "C", "C", "C", "C", "C", "C", "C", "C", "C", "C", "C", "C", "C", "C", "C", "C", "C", "B", "Li", "H", "H", "H", "H", "H", "H", "H", "H", "H", "H", "H", "H", "H", "H", "H", "H", "H", "H", "H", "H", "H", "H", "H", "H", "H", "H", "H", "H", "H", "H", "H", "H", "H", "H", "H", "H", "H", "H", "H", "H", "H", "H", "H", "H", "H", "H"], "xyz": [[3.132, -3.426, 6.432], [4.285, -2.003, -1.901], [1.778, -1.530, -3.779], [-1.028, -1.507, -2.937], [4.804, -1.141, -4.917], [1.823, 0.635, -5.336], [4.668, 3.187, -4.895], [4.344, 1.593, 4.125], [-3.907, -1.223, 2.032], [-6.488, -5.187, -1.655], [-2.276, -1.600, 3.397], [-8.241, -6.384, -2.488], [-2.587, -2.928, 1.719], [-9.136, -5.778, 1.744], [-8.685, -4.329, -1.381], [-5.205, -3.380, 2.822], [-10.015, -3.424, 0.190], [3.067, 2.969, -4.221], [-7.984, -6.221, -0.131], [-2.397, 1.140, -2.444], [4.395, 6.892, -3.336], [-3.861, -3.391, 4.651], [5.238, 3.316, -3.260], [1.041, -3.162, 4.979], [3.218, 2.087, -3.146], [3.670, 5.791, -3.889], [-6.206, -4.261, 3.413], [0.001, -3.865, 5.453], [-0.090, 1.552, 0.734], [4.637, 2.306, -2.519], [-3.244, -2.167, 2.677], [1.442, -3.480, 3.740], [3.866, 8.627, -5.001], [1.964, 1.868, -2.315], [2.023, 1.539, -0.825], [-7.112, -3.511, 4.358], [-0.220, -5.208, 3.479], [0.799, 0.575, 4.409], [0.865, -4.481, 2.975], [-8.804, -5.526, 0.613], [4.508, 5.129, -4.982], [0.582, 1.059, -0.547], [0.272, 0.381, 2.981], [0.785, 1.437, 1.996], [3.652, -2.100, -3.712], [3.785, 8.144, -3.544], [-0.643, -4.879, 4.762], [-9.268, -4.277, -0.209], [2.170, -0.089, 4.606], [-4.162, -3.071, 3.540], [-7.811, -5.554, -1.477], [-0.679, -3.181, 2.103], [2.719, 0.734, -0.583], [2.279, -2.900, 3.364], [-0.964, 0.917, 0.910], [-7.898, -4.177, 4.707], [-0.485, 2.563, 0.627], [-2.142, 0.119, -2.348], [-0.815, 0.400, 2.982], [2.045, -0.967, 5.234], [-5.712, -5.102, 3.897], [-6.561, -3.133, 5.220], [5.520, 5.507, -4.891], [3.461, 5.111, -3.073], [-2.402, 1.387, -3.385], [4.116, 9.682, -5.061], [0.665, -0.594, 2.669], [5.177, 1.357, -2.575], [1.227, 2.659, -2.457], [1.556, 0.969, -2.762], [0.081, 0.152, 5.108], [6.038, 3.331, -5.365], [2.742, 8.112, -3.214], [2.917, 8.463, -5.510], [3.297, 1.087, -3.637], [4.603, 8.034, -5.536], [-0.706, -5.982, 2.899], [-1.478, -5.395, 5.218], [4.957, 1.736, -4.888], [2.607, -0.423, 3.662], [0.015, 1.411, -1.403], [1.250, -4.676, 1.974], [-7.568, -2.662, 3.851], [2.361, 2.381, -0.218], [0.874, 1.640, 4.642], [-3.211, 1.404, -1.981], [0.531, -0.029, -0.577], [4.302, 8.860, -2.909], [-6.772, -4.645, 2.569], [2.890, 0.569, 5.093], [4.642, 2.643, -1.479], [4.152, 5.372, -5.980], [0.792, 2.395, 2.517], [4.210, 3.071, -6.247], [3.670, -3.137, -4.016], [2.748, 6.173, -4.331], [-0.317, -3.586, 6.450], [1.824, 1.214, 1.751]]}